Formula: C22H47Cl30N2
Source: OMol25
Level of theory: ωB97M-V with the def2-TZVPD basis set

M ... 1403.22 g mol⁻¹
Energy relative to the best compared isomer or geometry (same formula, charge and spin) ... 0.00 kcal/mol
HOMO ... -11.9 eV

Geometry as ORCA input:
```
! wB97M-V def2-TZVPD RIJCOSX def2/J DEFGRID3
* xyz 1 1
N 1.0473 -3.9107 2.3555
C 0.6970 -2.4922 2.4539
C 0.0195 -1.9841 1.1900
N -1.4825 -2.0189 1.1936
C -2.0695 -3.3892 1.3794
C -3.6056 -3.4062 1.4014
C -4.2488 -2.2534 2.1831
C -3.5691 -0.9398 1.8003
C -2.0976 -1.0568 2.1741
H 0.3231 -4.4577 1.9108
H 1.2074 -4.3159 3.2675
H 0.1044 -2.2429 3.3443
H 1.6340 -1.9323 2.5343
H 0.3774 -2.5553 0.3291
H 0.2627 -0.9355 1.0210
H -1.7595 -1.7085 0.2618
H -1.7217 -3.9932 0.5388
H -1.6551 -3.8127 2.2939
H -3.8885 -4.3517 1.8719
H -3.9905 -3.4014 0.3754
H -5.3169 -2.2147 1.9647
H -4.1254 -2.4261 3.2548
H -4.0302 -0.0619 2.2512
H -3.6478 -0.8254 0.7107
H -1.5358 -0.1241 2.1686
H -2.0083 -1.5424 3.1488
C -3.6548 -6.9594 -0.1873
Cl -3.4391 -7.8507 -1.6893
Cl -2.1301 -6.7924 0.7130
H -4.0224 -5.9680 -0.4253
H -4.3573 -7.4977 0.4374
C -7.2800 -0.6931 -0.7632
Cl -5.6532 -1.2597 -1.1938
Cl -7.4356 -0.3957 0.9689
H -7.4607 0.2337 -1.2931
H -7.9882 -1.4599 -1.0507
C -5.6468 -4.0358 5.9224
Cl -5.3408 -2.2997 5.7836
Cl -4.9065 -4.9491 4.5966
H -5.2181 -4.3841 6.8539
H -6.7168 -4.1993 5.8940
C 1.7720 1.8480 1.7180
Cl 0.2578 1.5614 0.8395
Cl 1.4799 2.2670 3.4054
H 2.3656 0.9431 1.6988
H 2.2895 2.6650 1.2320
C 2.6070 -0.2022 -2.5571
Cl 1.4296 1.0340 -3.0017
Cl 2.8750 -0.2628 -0.8046
H 2.2326 -1.1670 -2.8758
H 3.5533 0.0272 -3.0310
C 4.8331 1.2099 4.2699
Cl 4.8655 0.3732 2.7019
Cl 6.4547 1.5056 4.8909
H 4.3325 2.1610 4.1314
H 4.2979 0.5844 4.9739
C -0.2556 -1.7112 6.3503
Cl 0.0242 -0.1268 5.6175
Cl -1.8342 -2.3783 5.9050
H 0.5138 -2.3887 5.9991
H -0.2183 -1.6082 7.4278
C 3.7853 5.5886 1.1177
Cl 4.6648 4.3299 2.0009
Cl 2.5069 4.9068 0.1033
H 3.3297 6.2548 1.8403
H 4.4821 6.1147 0.4766
C 4.7046 8.3297 -2.2716
Cl 4.0013 6.7426 -2.5963
Cl 4.3528 8.8900 -0.6280
H 5.7790 8.2582 -2.3880
H 4.2826 9.0393 -2.9714
C 5.3043 6.8125 -6.5840
Cl 4.8991 8.3299 -5.7748
Cl 6.7922 6.0923 -5.9550
H 4.4908 6.1153 -6.4244
H 5.4372 7.0205 -7.6390
C 2.5689 7.1849 5.1942
Cl 3.7986 8.1341 4.3513
Cl 2.3454 5.5950 4.4484
H 2.8863 7.0398 6.2194
H 1.6291 7.7207 5.1440
C -7.1254 -9.3843 -0.8927
Cl -7.8082 -7.7735 -0.6422
Cl -5.8642 -9.7520 0.2942
H -7.9128 -10.1200 -0.7879
H -6.6780 -9.4196 -1.8787
C 7.1641 7.1111 -10.7953
Cl 5.5343 6.5073 -10.4579
Cl 7.7837 6.5385 -12.3451
H 7.1188 8.1936 -10.8203
H 7.8253 6.7632 -10.0108
C -2.9714 -11.9291 -0.4851
Cl -2.3382 -13.1910 0.5761
Cl -3.9739 -12.5813 -1.7873
H -3.5861 -11.2618 0.1053
H -2.1355 -11.4032 -0.9301
C 3.0028 9.6644 -9.5839
Cl 2.2965 8.0495 -9.4341
Cl 4.6816 9.7170 -9.0324
H 2.9738 9.9588 -10.6256
H 2.4262 10.3420 -8.9666
*
```

Formula: C22H47I2N3O4P3S
Source: OMol25
Level of theory: ωB97M-V with the def2-TZVPD basis set

M ... 796.43 g mol⁻¹
Energy relative to the best compared isomer or geometry (same formula, charge and spin) ... 44.82 kcal/mol
HOMO ... -11.5 eV

Geometry as ORCA input:
```
! wB97M-V def2-TZVPD RIJCOSX def2/J DEFGRID3
* xyz 1 1
C -4.5767 -3.0485 1.1857
C -3.4911 -2.6563 2.1850
O -3.8435 -1.4238 2.7929
C -3.0352 -1.1250 3.9109
C -2.2620 0.2161 3.6542
O -2.3805 0.6299 2.2987
C -2.0730 1.9724 2.0925
C -0.5315 2.2272 1.8653
P 0.0857 2.7105 3.6016
N 1.0004 1.5386 4.1446
C 0.1455 0.9463 1.3408
C 1.3059 1.2435 0.3063
C 1.3405 0.0013 -0.6087
C 2.1072 0.1879 -1.9571
C 2.9656 -1.0806 -2.2759
C 2.8872 -1.3978 -3.8006
C 1.8454 -2.4962 -4.0463
C 0.4194 -1.9551 -4.1804
C -0.5381 -3.0754 -4.6069
C -1.9800 -2.6004 -4.6940
O -2.4171 -2.0755 -3.4221
C -2.7030 -3.0540 -2.5215
C -1.8448 -3.1364 -1.2788
O -3.5889 -3.7877 -2.6690
C 2.7315 1.3511 0.8974
I 3.1742 3.2241 1.8936
C 3.0900 0.1857 1.8692
C 4.3011 0.4287 2.7779
C 0.6692 2.5429 -0.3309
I -0.8290 2.0629 -1.8897
P 1.8743 3.6501 -1.3309
S 1.2900 3.9402 -3.1535
N -0.2280 3.1703 0.7182
P -0.1108 4.9392 1.1029
N -1.3079 5.3042 2.0302
H -4.4967 -2.4060 0.3064
H -5.5399 -2.9122 1.6733
H -4.4672 -4.0730 0.8333
H -2.5458 -2.5302 1.6357
H -3.4155 -3.4498 2.9358
H -2.2950 -1.9141 4.0418
H -3.6112 -1.0045 4.8312
H -2.5226 0.9868 4.3882
H -1.2001 -0.0198 3.8249
H -2.4604 2.5507 2.9358
H -2.6599 2.2947 1.2194
H -1.0032 2.8239 4.4867
H 0.8265 3.9125 3.6040
H 1.9241 1.9033 4.3597
H 0.2915 0.1472 2.0569
H -0.6330 0.5632 0.6686
H 0.3380 -0.3443 -0.8664
H 1.7954 -0.8494 -0.1071
H 2.8091 1.0219 -1.9617
H 1.3743 0.2622 -2.7548
H 3.9999 -0.8947 -1.9766
H 2.6115 -1.9571 -1.7288
H 2.6265 -0.4796 -4.3295
H 3.8700 -1.7338 -4.1321
H 2.1110 -2.9887 -4.9879
H 1.8512 -3.2722 -3.2763
H 0.0839 -1.5388 -3.2245
H 0.3539 -1.1915 -4.9622
H -0.2129 -3.4658 -5.5726
H -0.4982 -3.8759 -3.8600
H -2.6169 -3.4375 -4.9887
H -2.1385 -1.8090 -5.4252
H -2.2598 -3.8491 -0.5739
H -0.8423 -3.4814 -1.5438
H -1.7961 -2.1724 -0.7642
H 3.4332 1.2819 0.0667
H 2.2431 -0.1359 2.4704
H 3.3668 -0.6478 1.2172
H 4.6619 -0.5570 3.0855
H 5.1399 0.9213 2.2880
H 4.0065 0.9169 3.7043
H 3.1330 3.0156 -1.3854
H 2.1030 4.9059 -0.7344
H -1.1600 3.1991 0.2577
H 1.1518 5.2461 1.6303
H -0.2571 5.5606 -0.1550
H -0.9353 5.7021 2.8915
*
```

- The highest energy relative to the best compared isomer or geometry (same formula, charge and spin) belongs to which entry?
  C22H47I2N3O4P3S

- The highest M belongs to which entry?
  C22H47Cl30N2

- Which of these has the highest M?
  C22H47Cl30N2